Run P
Computed, not measured: 2 unconnected molecules or ions with the total composition C2H8NOS, with wB97M-V/def2-TZVPD.

Summary:
**Highest occupied orbital energy**: -2.277 eV
**Total charge**: -1
**Kohn-Sham gap**: 5.70 eV

```
13
Properties=species:S:1:pos:R:3:mulliken_charge:R:1
C 0.77055 -0.53674 0.07305 -0.23
C 0.09286 -0.40408 1.38230 -0.59
S 0.60787 1.10093 2.43709 -0.72
N 2.05976 0.14476 -0.27998 -0.55
H 0.02760 -0.59909 -0.80690 0.05
H 0.94035 -1.70147 0.10996 0.18
H 0.28485 -1.29348 2.01532 0.17
H -1.01567 -0.46747 1.27888 0.25
H 2.84264 -0.29169 0.05947 0.21
H 1.93437 1.10682 0.04634 0.25
H -3.03534 1.56089 -2.49648 0.28
H -2.39716 0.44927 -1.96998 0.29
O -3.11269 0.93133 -1.84909 -0.58
```

=====

Run Q
Computed, not measured: 2 unconnected molecules or ions with the total composition C2H8NOS, with wB97M-V/def2-TZVPD.

Summary:
**Highest occupied orbital energy**: -2.938 eV
**Total charge**: -1
**Kohn-Sham gap**: 7.18 eV

```
13
Properties=species:S:1:pos:R:3:mulliken_charge:R:1
C 1.79359 0.76808 -0.80516 -0.43
C 0.94101 -0.26960 -0.06233 -0.58
S -0.84527 -0.12916 -0.35651 -0.75
N 1.22241 2.13655 -0.86325 -0.68
H 2.00130 0.46305 -1.82742 0.22
H 2.77596 0.85057 -0.33605 0.26
H 1.23437 -0.24731 0.99368 0.24
H 1.28291 -1.24614 -0.43329 0.26
H 0.37344 2.12040 -0.30164 0.25
H 0.87457 2.27070 -1.79876 0.26
H -1.66021 -2.23522 1.00674 0.30
H -1.81569 -1.11353 1.88335 0.31
O -1.99314 -2.06733 1.90227 -0.65
```

=====

Stability summary - winner: run Q; margin: 166.0 kJ/mol.

=====

Run P
Computed, not measured: 3 unconnected molecules or ions with the total composition C3H12O2S2, with wB97M-V/def2-TZVPD.

Summary:
**SMILES string**: CCSSC.O.O
**Highest occupied orbital energy**: -8.740 eV
**Kohn-Sham gap**: 9.31 eV

```
19
Properties=species:S:1:pos:R:3:mulliken_charge:R:1
C -0.19255 0.78710 -2.43016 -0.97
C -0.49777 0.97833 -0.96019 -0.49
S 0.71021 0.08132 0.24257 -0.19
S 1.34220 1.73604 1.31502 -0.12
C -0.17308 2.12828 2.26177 -0.84
H -1.10735 1.07683 -2.95632 0.32
H 0.48078 1.56709 -2.80600 0.29
H 0.28645 -0.15709 -2.65632 0.29
H -1.36565 0.41477 -0.61717 0.32
H -0.55408 1.96939 -0.53399 0.43
H -0.67338 3.04786 1.96591 0.31
H 0.18812 2.06398 3.28327 0.32
H -0.95348 1.38347 2.11775 0.31
H 2.24278 -3.21346 -1.02711 0.30
H 1.23905 -2.06448 -0.72688 0.32
O 1.31869 -3.00774 -0.77450 -0.61
H -0.89615 -3.45466 1.95172 0.29
H -0.26934 -2.60147 0.98297 0.32
O -1.12543 -2.73556 1.36766 -0.59
```

=====

Run Q
Computed, not measured: 3 unconnected molecules or ions with the total composition C3H12O2S2, with wB97M-V/def2-TZVPD.

Summary:
**SMILES string**: CCSSC.O.O
**Highest occupied orbital energy**: -8.982 eV
**Kohn-Sham gap**: 9.26 eV

```
19
Properties=species:S:1:pos:R:3:mulliken_charge:R:1
C -2.24764 0.62908 1.42653 -1.05
C -1.39242 0.51394 0.15773 -0.62
S 0.15599 1.40891 0.25108 -0.13
S 0.47355 1.84591 -1.79100 -0.07
C 0.75317 0.16835 -2.42274 -0.72
H -2.41959 1.63032 1.79761 0.33
H -1.73972 0.04809 2.20339 0.27
H -3.17590 0.08762 1.24742 0.33
H -1.21608 -0.53823 -0.08830 0.45
H -1.93375 0.86683 -0.72219 0.43
H 1.49615 0.13781 -3.21250 0.32
H 1.01657 -0.54039 -1.64321 0.22
H -0.21959 -0.16419 -2.79275 0.30
H 2.45220 0.21026 0.06483 0.26
H 2.80517 -1.19586 0.30777 0.34
O 3.22915 -0.36777 0.06773 -0.64
H 0.92496 -1.96696 2.31341 0.29
H 0.18573 -1.03251 1.44634 0.28
O 0.85207 -1.74120 1.38886 -0.58
```

=====

Stability summary - winner: run Q; margin: 47.0 kJ/mol.

=====

Run P
Computed, not measured: C11H15ClN2O4S in the gas phase, with wB97M-V/def2-TZVPD.

Summary:
**SMILES string**: CN(C(=O)OCCCl)S(=O)(=O)N(C)c1ccccc1
**Highest occupied orbital energy**: -8.499 eV
**Kohn-Sham gap**: 9.08 eV

```
34
Properties=species:S:1:pos:R:3:mulliken_charge:R:1
O -1.21981 -0.47147 -0.79903 -0.57
O 2.11005 -1.42330 1.62525 -0.75
O 1.81088 -0.58962 -0.62508 -0.67
Cl -3.24232 -1.57342 -4.77006 -0.21
O -1.72047 -2.69083 -1.17965 -0.40
C -1.03215 -1.66690 -0.58618 0.56
C 1.91138 4.39592 0.16569 -0.42
C 1.99946 4.02970 1.54097 -0.61
C 1.35108 3.50417 -0.71817 -0.80
C 1.53715 2.77857 1.95195 -0.21
C 0.90449 2.27692 -0.29086 0.18
C 0.98678 1.85338 1.02168 0.15
N -0.16903 -1.98809 0.46413 0.12
N 0.48741 0.60033 1.40646 0.23
C 0.06488 -3.40907 0.65641 -1.04
C -0.12035 0.39212 2.73096 -1.16
C -2.07401 -2.01854 -3.49601 -0.38
C -2.73049 -2.25356 -2.16564 -0.52
S 1.15755 -0.86933 0.65560 1.32
H 2.31671 5.34237 -0.09615 0.41
H 2.38490 4.76895 2.26506 0.33
H 1.35174 3.80534 -1.75827 0.36
H 1.60779 2.47940 3.00066 0.33
H 0.52563 1.57342 -1.08733 0.20
H -0.84623 -3.89669 0.93472 0.36
H 0.46678 -3.92918 -0.23034 0.34
H 0.72813 -3.57648 1.49652 0.35
H 0.65930 0.26574 3.48891 0.36
H -0.77973 -0.46458 2.75300 0.32
H -0.70569 1.24312 2.96837 0.45
H -1.37731 -1.18700 -3.46290 0.27
H -1.57835 -2.92980 -3.75987 0.35
H -3.47080 -3.01083 -2.32614 0.42
H -3.29535 -1.36075 -1.77468 0.32
```

=====

Run Q
Computed, not measured: C11H15ClN2O4S in the gas phase, with wB97M-V/def2-TZVPD.

Summary:
**SMILES string**: CN(C(=O)OCCCl)S(=O)(=O)N(C)c1ccccc1
**Highest occupied orbital energy**: -8.782 eV
**Kohn-Sham gap**: 9.41 eV

```
34
Properties=species:S:1:pos:R:3:mulliken_charge:R:1
O -3.29808 -0.51175 0.09304 -0.62
O 0.19195 1.08819 3.01347 -0.72
O 0.07128 2.10323 0.79583 -0.62
Cl -3.78667 1.26899 -4.20426 -0.22
O -1.52848 0.52864 -0.91180 -0.32
C -2.24955 0.12005 0.16016 0.63
C 4.21196 -0.08275 -1.34996 -0.38
C 3.97139 0.83649 -0.31976 -0.76
C 3.24127 -1.07139 -1.68166 -0.68
C 2.85185 0.72382 0.43791 -0.01
C 2.10228 -1.23386 -0.84343 -0.31
C 1.90332 -0.31880 0.20576 0.20
N -1.75728 0.34697 1.43271 0.00
N 0.80399 -0.50809 1.01049 0.19
C -2.54850 -0.15757 2.59005 -0.96
C 0.76866 -1.71128 1.86863 -0.99
C -3.16906 1.42053 -2.51766 -0.42
C -2.12110 0.35861 -2.21098 -0.62
S -0.11955 0.89381 1.60812 1.37
H 5.09592 -0.01124 -1.98277 0.35
H 4.71844 1.62825 -0.15343 0.34
H 3.43652 -1.64895 -2.61437 0.32
H 2.64578 1.42623 1.22870 0.39
H 1.38640 -1.98664 -1.09234 0.47
H -2.08492 0.06752 3.57327 0.28
H -2.69680 -1.22221 2.48947 0.36
H -3.53377 0.29664 2.59787 0.33
H 1.27226 -2.55706 1.37971 0.39
H 1.24078 -1.52505 2.80725 0.34
H -0.27100 -2.04751 2.08810 0.23
H -4.03516 1.24260 -1.85637 0.29
H -2.78727 2.43326 -2.37666 0.36
H -1.35838 0.45694 -2.98421 0.42
H -2.56847 -0.64661 -2.28087 0.38
```

=====

Stability summary - winner: run Q; margin: 22.1 kJ/mol.

=====

Run P
Computed, not measured: 2 unconnected molecules or ions with the total composition CH7NO, with wB97M-V/def2-TZVPD.

Summary:
**SMILES string**: CN.O
**Highest occupied orbital energy**: -10.172 eV
**Kohn-Sham gap**: 11.17 eV

```
10
Properties=species:S:1:pos:R:3:mulliken_charge:R:1
C 0.93992 -0.67580 0.01609 -0.68
H 0.88526 1.24252 0.77167 0.21
H 1.02036 1.22586 -0.74284 0.21
H 0.34508 -1.11911 -0.84165 0.26
H 2.04936 -0.80816 -0.17741 0.29
H 0.68081 -1.16650 0.98500 0.28
H -1.34629 0.35417 -0.13642 0.45
H -2.91933 0.38193 0.10932 0.31
N 0.49457 0.75775 0.01625 -0.64
O -2.14974 -0.19265 0.00001 -0.68
```

=====

Run Q
Computed, not measured: 2 unconnected molecules or ions with the total composition CH7NO, with wB97M-V/def2-TZVPD.

Summary:
**SMILES string**: CN.O
**Highest occupied orbital energy**: -9.842 eV
**Kohn-Sham gap**: 10.72 eV

```
10
Properties=species:S:1:pos:R:3:mulliken_charge:R:1
C -1.20862 0.22525 0.64394 -0.82
H 2.80552 0.53031 0.07330 0.32
H 1.90238 -0.17133 -0.78622 0.33
H -0.71719 -1.31404 -0.51676 0.24
H -1.03598 0.15176 -1.40442 0.23
H -0.94814 1.24828 0.89258 0.30
H -2.34105 0.12953 0.75476 0.26
H -0.71759 -0.27734 1.49636 0.30
N -0.58927 -0.31412 -0.52863 -0.48
O 2.84994 -0.20831 -0.62492 -0.68
```

=====

Run R
Computed, not measured: 2 unconnected molecules or ions with the total composition CH7NO, with wB97M-V/def2-TZVPD.

Summary:
**SMILES string**: CN.O
**Highest occupied orbital energy**: -8.838 eV
**Kohn-Sham gap**: 9.87 eV

```
10
Properties=species:S:1:pos:R:3:mulliken_charge:R:1
C 0.83908 1.27953 -0.59619 -0.76
H -0.49969 -1.61228 0.83997 0.36
H -1.47820 -2.73190 0.71695 0.34
H 0.23266 0.05388 1.07533 0.22
H -0.54304 -0.27499 -0.39393 0.24
H 0.99128 1.01833 -1.59320 0.29
H -0.03181 2.09741 -0.81286 0.21
H 1.68286 1.78153 -0.10780 0.30
N 0.27623 0.10268 0.08439 -0.55
O -1.46936 -1.71419 0.78733 -0.66
```

=====

Stability summary - winner: run P; margin: 27.0 kJ/mol.

=====

Run P
Computed, not measured: a molecular structure, H22O11Xe, with wB97M-V/def2-TZVPD.

Summary:
**Highest occupied orbital energy**: -10.045 eV
**Kohn-Sham gap**: 9.85 eV

```
34
Properties=species:S:1:pos:R:3:mulliken_charge:R:1
Xe 0.03725 0.22597 0.02917 0.01
O 0.85394 -3.03865 2.37879 -0.65
H 1.41239 -2.38306 1.96095 0.39
H 0.49827 -3.54952 1.65165 0.30
O -3.35868 1.28571 0.19590 -0.58
H -2.89480 1.14485 -0.62945 0.29
H -3.17118 0.50250 0.71328 0.32
O 3.62782 1.38511 -1.69252 -0.62
H 3.47013 0.44231 -1.64258 0.40
H 3.90231 1.53494 -2.59719 0.31
O 2.94715 -1.27032 -1.52191 -0.77
H 2.25307 -1.33375 -2.17801 0.32
H 3.39919 -2.11277 -1.56855 0.30
O -0.97987 -2.87343 -1.97348 -0.60
H -1.28943 -3.50103 -2.62656 0.28
H -1.42284 -2.05517 -2.19810 0.34
O -2.26133 1.63738 -2.38600 -0.67
H -1.53383 2.25041 -2.49169 0.26
H -3.04525 2.18439 -2.43583 0.31
O -1.58374 3.70383 1.32625 -0.64
H -1.57904 3.04419 2.01986 0.37
H -2.20595 3.36879 0.68063 0.33
O -3.02979 -0.84583 -2.77445 -0.68
H -2.58668 -0.00858 -2.63697 0.44
H -3.70143 -0.65712 -3.42982 0.28
O 2.77643 -1.60315 1.22752 -0.60
H 3.69793 -1.78728 1.40965 0.27
H 2.76561 -1.31139 0.31593 0.34
O -0.84515 2.11753 3.40663 -0.66
H -1.50629 1.52119 3.75807 0.31
H -0.04233 1.59696 3.37993 0.34
O 1.57935 0.44505 3.50723 -0.66
H 1.85176 -0.21761 4.14198 0.30
H 1.96501 0.15754 2.67968 0.32
```

=====

Run Q
Computed, not measured: a molecular structure, H22O11Xe, with wB97M-V/def2-TZVPD.

Summary:
**Highest occupied orbital energy**: -9.864 eV
**Kohn-Sham gap**: 9.31 eV

```
34
Properties=species:S:1:pos:R:3:mulliken_charge:R:1
Xe 0.48666 -0.29580 -0.86557 0.00
O 2.10640 -0.60475 -4.56800 -0.61
H 2.50638 -1.27833 -4.01795 0.31
H 1.16482 -0.75679 -4.48713 0.30
O 0.84528 -4.02652 0.18333 -0.58
H 1.03111 -4.02814 1.12231 0.31
H 1.69953 -3.90200 -0.23016 0.29
O -2.93823 -0.52141 0.39634 -0.69
H -3.53576 -0.81895 -0.28970 0.31
H -2.62651 0.33029 0.09030 0.36
O 2.30709 1.52723 1.23668 -0.56
H 2.14079 2.07397 0.46880 0.31
H 3.06025 1.93562 1.66351 0.25
O 2.04672 -0.77223 2.95659 -0.64
H 2.73069 -1.25305 2.49051 0.30
H 1.91546 0.02153 2.43798 0.36
O -2.22522 2.05720 -0.33077 -0.65
H -1.88313 1.78309 -1.18169 0.37
H -3.01182 2.56116 -0.53938 0.28
O -1.23873 2.07362 -2.86705 -0.60
H -0.33454 2.31925 -3.06285 0.26
H -1.62753 1.88822 -3.72186 0.29
O -0.74325 -1.56758 2.80585 -0.64
H -1.14717 -2.22643 2.24106 0.39
H 0.19803 -1.69152 2.68398 0.27
O 1.84628 3.55712 -0.71446 -0.67
H 1.69762 3.36159 -1.63961 0.29
H 0.99133 3.83777 -0.38809 0.35
O -1.97313 -3.02450 0.67489 -0.67
H -1.34544 -3.29024 0.00286 0.30
H -2.21994 -2.13181 0.43318 0.41
O -0.80894 1.24023 2.54512 -0.59
H -0.11292 1.31881 1.89272 0.21
H -1.00222 0.30334 2.57818 0.40
```

=====

Stability summary - winner: run Q; margin: 6.4 kJ/mol.

=====

Run P
Computed, not measured: 2 unconnected molecules or ions with the total composition C2H9N2S, with wB97M-V/def2-TZVPD.

Summary:
**Highest occupied orbital energy**: -13.505 eV
**Total charge**: +1
**Kohn-Sham gap**: 8.87 eV

```
14
Properties=species:S:1:pos:R:3:mulliken_charge:R:1
C 2.06772 -0.75886 0.44081 -0.84
C -2.12468 0.36936 -0.00845 0.44
N 1.02452 -0.18410 -0.43179 -0.60
N -2.41105 1.62822 0.16040 -0.27
S -3.28880 -0.84755 0.10418 -0.10
H 3.08080 -0.63053 0.04546 0.30
H 2.00679 -0.26533 1.41026 0.30
H 1.87399 -1.82059 0.57187 0.29
H 1.28326 0.78102 -0.62928 0.26
H -1.06099 0.10147 -0.17153 0.25
H -3.36022 1.93761 0.34381 0.23
H 1.05408 -0.67009 -1.32610 0.25
H -1.69273 2.34014 0.13117 0.27
H -2.46084 -1.87151 -0.12224 0.22
```

=====

Run Q
Computed, not measured: 2 unconnected molecules or ions with the total composition C2H9N2S, with wB97M-V/def2-TZVPD.

Summary:
**Highest occupied orbital energy**: -13.215 eV
**Total charge**: +1
**Kohn-Sham gap**: 9.84 eV

```
14
Properties=species:S:1:pos:R:3:mulliken_charge:R:1
S 0.96368 0.51725 3.82902 -0.39
H 0.24420 -0.37670 4.47436 0.19
H 2.13208 -0.15126 4.06545 0.21
C -0.38555 -0.66625 -1.62649 -0.15
C -0.38717 0.60363 -1.11329 -0.28
N -0.53581 0.73950 0.35804 -0.29
N -0.08812 -0.96453 -2.95895 -0.48
H -0.47501 -1.52366 -0.97959 0.29
H -0.43746 1.54174 -1.67003 0.35
H -1.49212 1.04023 0.63059 0.35
H -0.34266 -0.13704 0.83788 0.34
H 0.11416 1.38820 0.74239 0.34
H 0.25924 -0.16183 -3.50098 0.25
H 0.43054 -1.84927 -3.08841 0.28
```

=====

Stability summary - winner: run P; margin: 32.5 kJ/mol.